[1]
Computed, not measured: a cluster of 5 separate species, C30H68FNO3S in total at a distorted geometry, with ωB97M-V/def2-TZVPD.

XYZ file:
```
104
Properties=species:S:1:pos:R:3:lowdin_charge:R:1
C 0.003 1.926 0.797 -0.09
C -0.237 2.025 -0.715 -0.18
C 0.044 3.408 -1.290 -0.43
F -0.414 3.519 -2.569 0.04
O -0.375 4.493 -0.488 -0.23
S -1.979 4.444 -0.080 0.96
O -2.279 5.771 0.342 -0.34
O -2.755 4.226 -1.524 -0.31
C -3.976 3.524 -1.275 -0.20
C -3.880 2.074 -1.726 -0.41
C -4.778 1.108 -1.006 -0.04
N -3.121 1.690 -2.646 0.17
H -0.976 1.941 1.275 0.07
H 0.526 1.025 1.107 0.05
H 0.545 2.778 1.203 0.07
H -1.207 1.644 -1.023 0.09
H 0.482 1.361 -1.197 0.12
H 1.127 3.507 -1.366 0.14
H -4.828 4.052 -1.699 0.14
H -4.156 3.482 -0.194 0.09
H -5.285 1.638 -0.198 0.07
H -4.212 0.306 -0.534 0.08
H -5.536 0.678 -1.656 0.09
H -2.612 2.504 -3.006 0.06
C -3.729 -2.268 -2.038 -0.11
C -5.183 -2.488 -1.631 -0.27
C -5.480 -3.926 -1.207 -0.23
C -5.278 -4.976 -2.300 -0.23
C -6.096 -4.751 -3.571 -0.27
C -7.603 -4.798 -3.337 -0.11
H -3.458 -2.871 -2.906 0.07
H -3.563 -1.222 -2.304 0.05
H -3.051 -2.520 -1.218 0.07
H -5.845 -2.182 -2.446 0.10
H -5.412 -1.828 -0.790 0.09
H -6.507 -3.979 -0.835 0.10
H -4.841 -4.185 -0.356 0.11
H -5.529 -5.958 -1.887 0.11
H -4.219 -5.026 -2.568 0.10
H -5.831 -5.527 -4.294 0.10
H -5.826 -3.798 -4.034 0.10
H -7.901 -5.760 -2.916 0.07
H -8.140 -4.665 -4.277 0.07
H -7.932 -4.010 -2.657 0.06
C 3.135 6.487 -0.213 -0.10
C 3.946 6.205 -1.474 -0.26
C 4.405 4.751 -1.585 -0.23
C 5.346 4.283 -0.473 -0.23
C 6.627 5.101 -0.324 -0.27
C 7.521 5.056 -1.560 -0.11
H 3.722 6.315 0.691 0.07
H 2.806 7.527 -0.197 0.07
H 2.245 5.854 -0.170 0.06
H 4.802 6.883 -1.522 0.10
H 3.327 6.436 -2.345 0.11
H 4.887 4.607 -2.555 0.10
H 3.524 4.099 -1.589 0.09
H 5.612 3.238 -0.662 0.11
H 4.812 4.286 0.482 0.10
H 7.189 4.711 0.528 0.10
H 6.389 6.141 -0.082 0.10
H 7.808 4.029 -1.794 0.07
H 8.435 5.627 -1.391 0.07
H 7.025 5.481 -2.434 0.06
C 1.841 2.034 4.034 -0.10
C 2.533 0.745 3.599 -0.27
C 1.698 -0.507 3.867 -0.24
C 1.390 -0.778 5.341 -0.23
C 2.617 -0.909 6.242 -0.27
C 3.519 -2.081 5.868 -0.11
H 1.659 2.054 5.109 0.07
H 2.464 2.897 3.791 0.07
H 0.885 2.152 3.521 0.06
H 3.510 0.668 4.083 0.10
H 2.731 0.801 2.524 0.10
H 2.212 -1.372 3.438 0.10
H 0.749 -0.425 3.325 0.10
H 0.800 -1.697 5.407 0.11
H 0.749 0.017 5.732 0.10
H 2.275 -1.046 7.272 0.10
H 3.197 0.018 6.235 0.10
H 2.971 -3.024 5.913 0.07
H 4.360 -2.150 6.560 0.07
H 3.930 -1.971 4.863 0.06
C 0.271 -2.201 0.358 -0.10
C 1.115 -2.951 -0.668 -0.26
C 0.294 -3.891 -1.549 -0.22
C -0.412 -5.025 -0.803 -0.23
C 0.507 -5.934 0.011 -0.27
C 1.529 -6.680 -0.840 -0.11
H -0.211 -2.884 1.059 0.07
H 0.898 -1.522 0.940 0.05
H -0.504 -1.607 -0.134 0.07
H 1.915 -3.497 -0.159 0.10
H 1.611 -2.220 -1.313 0.10
H 0.947 -4.312 -2.319 0.10
H -0.462 -3.307 -2.085 0.10
H -0.956 -5.632 -1.534 0.11
H -1.174 -4.606 -0.138 0.10
H -0.111 -6.666 0.538 0.10
H 1.023 -5.359 0.785 0.10
H 1.032 -7.297 -1.592 0.07
H 2.137 -7.338 -0.217 0.07
H 2.206 -5.995 -1.353 0.06
```

Properties
charge: 0
highest occupied orbital energy: -10.186 eV
electronic energy: -53397.9551 eV
orbital gap: 0.3927 Ha
maximum force: 1.75 eV/Å

[2]
Computed, not measured: a structure of composition C30H68N4O10S4 at a distorted geometry, with ωB97M-V/def2-TZVPD.

XYZ file:
```
116
Properties=species:S:1:pos:R:3:lowdin_charge:R:1
C -2.452 1.927 0.576 -0.11
O -2.071 2.391 1.849 -0.24
H -2.397 0.839 0.529 -0.07
H -3.431 2.373 0.405 0.11
H -1.743 2.292 -0.167 0.11
H -1.121 2.514 1.912 -0.06
C -1.536 -2.722 0.600 -0.19
O -0.784 -3.469 1.560 -0.14
H -1.462 -1.653 0.800 0.02
H -1.089 -2.933 -0.372 0.07
H -2.610 -2.908 0.605 0.08
H 0.122 -3.535 1.250 -0.15
C -2.242 -2.653 -1.966 -0.05
O -1.482 -1.450 -1.833 -0.30
H -2.612 -2.717 -2.990 0.12
H -1.708 -3.600 -1.896 0.13
H -3.026 -2.668 -1.209 0.02
H -1.972 -0.806 -2.350 0.07
C 1.329 0.684 -2.588 -0.07
O 2.544 -0.106 -2.647 0.01
H 0.996 1.003 -3.576 0.15
H 0.659 -0.085 -2.203 0.05
H 1.383 1.543 -1.920 0.01
H 2.485 -0.795 -3.313 0.09
C -0.032 -1.419 -3.484 -0.10
O 1.257 -1.340 -4.138 -0.12
H -0.491 -2.390 -3.665 0.12
H 0.071 -1.255 -2.411 0.07
H -0.684 -0.648 -3.893 0.11
H 1.036 -1.462 -5.064 0.13
C 2.654 -2.543 -2.105 -0.18
O 3.225 -3.760 -2.504 -0.06
H 2.270 -2.726 -1.102 0.08
H 3.401 -1.750 -2.083 0.09
H 1.826 -2.261 -2.756 0.08
H 3.932 -4.044 -1.920 0.08
N 4.344 0.889 1.053 0.08
C 4.883 -0.315 0.763 -0.16
C 4.216 -0.823 -0.355 -0.18
C 3.364 0.144 -0.870 -0.11
C 3.422 1.182 0.066 -0.18
H 4.623 1.454 1.842 0.15
H 5.688 -0.672 1.388 0.11
H 4.429 -1.793 -0.780 0.10
H 2.753 -0.076 -1.734 -0.25
H 2.860 2.102 0.133 0.07
N -0.463 1.522 -1.487 -0.01
C -1.181 0.987 -2.520 -0.15
C -1.397 1.956 -3.510 -0.08
C -0.926 3.167 -3.015 -0.06
C -0.339 2.870 -1.801 -0.12
H -0.194 1.081 -0.619 -0.05
H -1.367 -0.077 -2.500 0.04
H -1.763 1.750 -4.505 0.09
H -1.034 4.151 -3.448 0.10
H 0.069 3.548 -1.065 0.10
N -0.373 -1.122 -0.479 -0.03
C 0.981 -0.864 -0.661 -0.16
C 1.324 0.293 -0.048 -0.13
C 0.122 0.816 0.531 -0.21
C -0.897 -0.073 0.159 -0.27
H -0.860 -1.931 -0.840 0.02
H 1.601 -1.495 -1.280 0.08
H 2.267 0.810 0.052 -0.04
H 0.038 1.740 1.083 0.01
H -1.957 0.023 0.345 -0.05
N 1.564 3.861 0.793 -0.06
C 1.961 4.679 -0.210 -0.07
C 2.250 3.877 -1.321 -0.04
C 1.982 2.524 -1.019 -0.17
C 1.414 2.593 0.264 -0.34
H 1.297 4.130 1.729 0.01
H 2.089 5.711 0.081 0.11
H 2.567 4.188 -2.306 0.11
H 2.134 1.674 -1.668 0.06
H 0.965 1.849 0.905 -0.01
C 1.159 1.260 2.911 -0.11
S 0.522 3.005 2.568 1.18
O -0.028 3.112 1.132 -0.49
C -1.045 2.788 3.612 -0.20
H 0.373 0.525 2.741 0.03
H 1.428 1.119 3.957 0.08
H 2.070 1.149 2.323 0.07
H -0.826 2.560 4.655 0.07
H -1.666 2.027 3.138 -0.02
H -1.676 3.677 3.610 0.09
C -4.470 -1.966 0.052 -0.19
S -3.652 -0.426 0.639 1.03
O -3.003 0.152 -0.614 -0.50
C -5.267 0.598 0.848 -0.14
H -5.063 -1.770 -0.842 0.09
H -4.894 -2.578 0.848 0.09
H -3.757 -2.662 -0.392 -0.02
H -5.000 1.600 1.184 0.04
H -5.915 0.059 1.539 0.05
H -5.755 0.694 -0.122 0.06
C 2.766 -1.609 1.110 -0.19
S 1.147 -2.528 1.460 1.07
O 0.529 -2.884 0.100 -0.50
C 1.875 -4.053 2.253 -0.15
H 2.605 -0.629 0.661 0.03
H 3.440 -2.135 0.434 0.05
H 3.161 -1.468 2.116 0.09
H 2.730 -4.431 1.692 0.06
H 1.251 -4.942 2.344 0.07
H 2.290 -3.773 3.221 0.06
C -1.362 -0.567 2.200 -0.37
S -1.693 -0.502 3.995 0.95
O -0.776 0.561 4.517 -0.61
C -3.354 0.275 3.917 -0.21
H -2.153 -1.165 1.748 -0.01
H -0.417 -1.062 1.976 0.04
H -1.384 0.372 1.648 0.05
H -4.063 -0.254 3.280 0.03
H -3.090 1.261 3.532 0.04
H -3.735 0.412 4.929 0.06
```

Properties
charge: 0
highest occupied orbital energy: -5.635 eV
electronic energy: -101908.3661 eV
orbital gap: 0.2079 Ha
maximum force: 16.15 eV/Å

[3]
Computed, not measured: a cluster of 4 separate species, C30H69IN4O10P in total at a distorted geometry, with ωB97M-V/def2-TZVPD.

XYZ file:
```
115
Properties=species:S:1:pos:R:3:lowdin_charge:R:1
C 3.079 0.121 -0.905 -0.10
C 2.048 -0.846 -1.566 -0.24
C 1.148 -0.048 -2.506 -0.19
C -0.146 -0.782 -2.936 -0.30
N -0.372 -2.014 -2.127 -0.43
I -0.793 -3.568 -3.478 0.88
C -1.520 -1.836 -1.215 -0.59
O -2.683 -1.721 -2.002 -0.16
C -3.901 -2.241 -1.549 -0.20
C -4.794 -1.285 -0.738 -0.32
C -4.178 -0.793 0.568 -0.04
C -5.392 -0.164 -1.615 -0.36
C -6.619 0.407 -0.832 -0.08
C -4.449 1.011 -1.864 -0.08
P -1.347 -3.277 -0.027 0.74
O 0.042 -3.589 0.384 -0.44
C -1.161 -0.546 -0.380 -0.68
O -0.438 -0.764 0.624 -0.04
O -1.598 0.556 -0.780 -0.03
H 4.083 0.003 -1.308 0.06
H 3.094 -0.078 0.165 0.06
H 2.751 1.153 -1.013 0.05
H 2.631 -1.591 -2.101 0.10
H 1.507 -1.296 -0.746 0.07
H 0.915 0.924 -2.081 0.10
H 1.731 0.166 -3.406 0.10
H -0.995 -0.108 -2.970 0.09
H 0.029 -1.097 -3.957 0.03
H -4.490 -2.446 -2.445 0.12
H -3.865 -3.202 -1.020 0.10
H -5.653 -1.906 -0.458 0.13
H -4.994 -0.488 1.228 0.07
H -3.572 0.095 0.436 0.07
H -3.620 -1.550 1.108 0.06
H -5.806 -0.577 -2.532 0.13
H -7.478 0.565 -1.481 0.07
H -6.365 1.349 -0.350 0.07
H -6.913 -0.261 -0.025 0.06
H -3.603 0.716 -2.474 0.06
H -4.143 1.503 -0.952 0.07
H -5.015 1.758 -2.431 0.07
H -1.804 -4.408 -0.750 -0.02
H -2.164 -3.167 1.117 0.02
C -4.911 3.164 -5.906 -0.12
O -4.143 2.019 -6.215 -0.19
C -3.530 2.043 -7.497 -0.22
C -2.031 2.247 -7.397 -0.22
N -1.694 3.600 -6.972 -0.05
C -0.297 3.785 -6.575 -0.20
C 0.251 2.948 -5.421 -0.24
O -0.278 3.273 -4.155 -0.17
C -1.549 2.709 -3.866 -0.09
H -5.504 2.930 -5.023 0.08
H -4.279 4.026 -5.669 0.07
H -5.588 3.424 -6.726 0.08
H -3.992 2.790 -8.150 0.12
H -3.708 1.058 -7.940 0.12
H -1.583 2.061 -8.380 0.12
H -1.649 1.488 -6.703 0.11
H -2.277 3.852 -6.186 0.06
H -0.184 4.836 -6.300 0.12
H 0.332 3.619 -7.457 0.11
H 1.321 3.165 -5.352 0.12
H 0.173 1.870 -5.607 0.11
H -1.669 1.717 -4.308 0.08
H -2.352 3.375 -4.198 0.07
H -1.634 2.610 -2.784 0.09
C 4.900 3.854 6.106 -0.13
O 4.457 2.699 5.427 -0.19
C 3.086 2.736 5.033 -0.21
C 2.934 2.909 3.536 -0.21
N 3.326 4.247 3.103 -0.05
C 3.479 4.394 1.655 -0.20
C 4.496 3.515 0.933 -0.22
O 5.854 3.812 1.223 -0.18
C 6.348 3.259 2.427 -0.11
H 5.866 3.622 6.554 0.09
H 5.039 4.700 5.423 0.07
H 4.206 4.142 6.901 0.08
H 2.536 3.507 5.582 0.12
H 2.662 1.767 5.305 0.12
H 1.888 2.738 3.266 0.13
H 3.537 2.128 3.058 0.11
H 4.205 4.489 3.538 0.06
H 3.756 5.436 1.472 0.12
H 2.499 4.241 1.192 0.12
H 4.379 3.711 -0.135 0.12
H 4.297 2.446 1.066 0.10
H 5.911 2.281 2.641 0.09
H 6.185 3.937 3.270 0.07
H 7.427 3.137 2.314 0.08
C -1.272 -4.103 4.895 -0.13
O -0.659 -5.132 4.150 -0.20
C 0.127 -4.661 3.043 -0.22
C 1.607 -4.821 3.316 -0.20
N 2.080 -3.891 4.338 -0.04
C 3.414 -4.177 4.854 -0.20
C 3.673 -5.527 5.520 -0.23
O 3.025 -5.712 6.768 -0.19
C 1.665 -6.099 6.689 -0.10
H -2.016 -4.565 5.546 0.08
H -0.552 -3.572 5.529 0.07
H -1.776 -3.383 4.244 0.09
H -0.115 -3.633 2.774 0.10
H -0.128 -5.291 2.193 0.11
H 2.152 -4.640 2.386 0.13
H 1.770 -5.867 3.611 0.10
H 1.434 -3.902 5.115 0.06
H 3.640 -3.401 5.590 0.12
H 4.130 -4.053 4.035 0.12
H 4.743 -5.571 5.743 0.12
H 3.468 -6.372 4.853 0.11
H 1.471 -6.748 5.833 0.09
H 1.008 -5.227 6.656 0.07
H 1.428 -6.649 7.601 0.08
```

Properties
charge: -1
highest occupied orbital energy: -5.526 eV
electronic energy: -76050.1975 eV
orbital gap: 0.2823 Ha
maximum force: 2.07 eV/Å

[4]
Computed, not measured: a structure of composition C30H69N12O8P3Rb at a distorted geometry, with ωB97M-V/def2-TZVPD.

XYZ file:
```
123
Properties=species:S:1:pos:R:3:lowdin_charge:R:1
Rb -6.550 -17.313 -31.857 0.89
N -6.227 -14.259 -33.318 0.24
H -6.538 -14.503 -32.389 -0.05
H -5.228 -14.114 -33.276 0.05
H -6.695 -13.431 -33.656 0.03
H -6.452 -15.039 -33.919 0.11
O -7.062 -14.708 -30.922 -0.55
H -7.631 -13.940 -30.722 -0.09
C -6.117 -13.545 -26.640 -0.06
C -6.218 -13.698 -25.229 -0.04
C -6.850 -14.845 -24.719 -0.01
C -7.465 -15.837 -25.500 -0.14
C -7.366 -15.651 -26.891 0.00
C -6.663 -14.545 -27.399 -0.09
N -8.206 -16.965 -24.926 -0.32
O -9.157 -17.413 -25.599 0.05
O -7.914 -17.323 -23.779 0.09
H -5.662 -12.722 -27.171 0.10
H -5.870 -12.937 -24.546 0.11
H -7.068 -14.835 -23.662 0.12
H -7.953 -16.362 -27.454 0.10
H -6.546 -14.413 -28.465 0.07
C -6.457 -11.075 -30.434 -0.11
C -5.704 -11.366 -31.463 -0.10
C -5.020 -10.331 -32.140 0.01
C -5.243 -9.038 -31.821 -0.16
C -6.027 -8.737 -30.713 0.00
C -6.707 -9.742 -30.055 -0.03
N -4.597 -7.948 -32.597 -0.36
O -4.751 -6.816 -32.222 0.08
O -3.886 -8.135 -33.547 0.08
H -6.997 -11.878 -29.953 0.10
H -5.532 -12.403 -31.709 0.08
H -4.289 -10.501 -32.917 0.12
H -5.943 -7.705 -30.403 0.12
H -7.308 -9.467 -29.201 0.11
O -3.572 -13.778 -32.740 -0.28
P -2.440 -14.177 -31.894 0.62
N -1.998 -15.755 -32.284 -0.30
C -1.856 -16.050 -33.743 -0.09
C -1.099 -16.557 -31.539 -0.16
N -2.760 -14.085 -30.169 -0.29
C -3.634 -15.097 -29.603 -0.11
C -2.860 -12.810 -29.518 -0.11
N -1.004 -13.334 -32.197 -0.29
C 0.211 -13.587 -31.342 -0.08
C -0.698 -12.686 -33.427 -0.13
H -0.962 -15.634 -34.207 0.08
H -2.735 -15.798 -34.336 0.07
H -1.788 -17.123 -33.925 0.08
H -0.096 -16.641 -31.959 0.09
H -1.620 -17.512 -31.476 0.08
H -1.045 -16.327 -30.475 0.08
H -4.662 -15.068 -29.964 0.05
H -3.179 -16.058 -29.841 0.06
H -3.589 -15.022 -28.517 0.09
H -2.155 -12.158 -30.035 0.08
H -3.892 -12.461 -29.554 0.07
H -2.558 -12.859 -28.472 0.09
H 0.950 -12.791 -31.435 0.09
H -0.077 -13.661 -30.293 0.07
H 0.709 -14.528 -31.574 0.07
H 0.363 -12.477 -33.562 0.09
H -1.141 -11.691 -33.399 0.08
H -1.133 -13.178 -34.297 0.07
O -12.523 -11.258 -28.920 -0.30
P -12.584 -12.593 -28.288 0.65
N -14.091 -13.492 -28.677 -0.32
C -14.139 -14.629 -29.610 -0.10
C -15.386 -12.996 -28.385 -0.16
N -12.678 -12.449 -26.541 -0.31
C -13.019 -11.150 -26.034 -0.15
C -13.252 -13.482 -25.670 -0.10
N -11.316 -13.661 -28.564 -0.28
C -10.996 -14.792 -27.680 -0.11
C -10.436 -13.512 -29.742 -0.09
H -13.542 -15.394 -29.114 0.06
H -13.486 -14.352 -30.437 0.06
H -15.139 -14.994 -29.844 0.09
H -15.416 -11.930 -28.160 0.09
H -15.951 -13.583 -27.661 0.08
H -15.864 -13.012 -29.364 0.08
H -12.636 -11.038 -25.020 0.08
H -12.708 -10.397 -26.758 0.07
H -14.090 -11.110 -25.834 0.08
H -13.221 -13.120 -24.642 0.09
H -14.264 -13.676 -26.026 0.07
H -12.671 -14.391 -25.826 0.05
H -11.875 -15.342 -27.345 0.06
H -10.352 -15.562 -28.107 0.08
H -10.613 -14.480 -26.709 0.08
H -11.065 -13.886 -30.550 0.07
H -9.468 -14.011 -29.697 0.06
H -10.171 -12.474 -29.944 0.05
O -7.337 -12.007 -34.148 -0.29
P -8.642 -11.414 -34.596 0.59
N -9.952 -11.788 -33.608 -0.30
C -10.468 -13.154 -33.746 -0.10
C -9.998 -11.286 -32.231 -0.09
N -9.078 -11.926 -36.105 -0.29
C -8.043 -12.268 -37.078 -0.11
C -10.398 -11.602 -36.783 -0.08
N -8.709 -9.720 -34.611 -0.29
C -7.566 -8.872 -35.026 -0.06
C -9.939 -9.016 -34.723 -0.14
H -11.438 -13.156 -33.250 0.09
H -9.754 -13.908 -33.417 0.08
H -10.633 -13.322 -34.810 0.06
H -10.958 -11.551 -31.786 0.08
H -9.921 -10.199 -32.256 0.08
H -9.158 -11.742 -31.708 0.07
H -7.944 -11.515 -37.860 0.09
H -7.106 -12.258 -36.521 0.06
H -8.196 -13.289 -37.428 0.08
H -10.300 -10.640 -37.284 0.07
H -10.676 -12.263 -37.604 0.08
H -11.248 -11.474 -36.112 0.08
H -6.858 -9.106 -34.231 0.06
H -7.185 -9.094 -36.023 0.08
H -7.786 -7.805 -34.994 0.09
H -10.718 -9.389 -34.057 0.07
H -10.333 -9.062 -35.738 0.07
H -9.850 -7.950 -34.515 0.09
```

Properties
charge: +1
highest occupied orbital energy: -9.671 eV
electronic energy: -95003.2850 eV
orbital gap: 0.2282 Ha
maximum force: 4.24 eV/Å